Entry 1:
4 unconnected molecules or ions with the total composition C22H29Cl2NO12 in a non-equilibrium geometry, computed with wB97M-V/def2-TZVPD.

Element x y z (Å)
1 C 4.9222 3.5319 2.5339
2 C 4.1720 3.4908 1.1306
3 Cl 4.8637 1.9944 0.2944
4 C 2.6255 3.1915 1.4578
5 Cl 2.0214 1.7378 0.5108
6 C 1.6639 4.3822 1.1656
7 C 1.9775 5.5917 0.4145
8 C 0.9429 6.6319 0.2209
9 C -0.4289 6.4928 0.7307
10 C -0.7457 5.2816 1.4729
11 C 0.2949 4.2692 1.6926
12 C -0.3100 3.1151 2.5571
13 O 0.2231 2.2234 3.1424
14 N -1.7255 3.4356 2.5093
15 C -2.4148 2.3105 1.7927
16 C -3.1126 2.7230 0.4508
17 O -4.2422 3.1365 0.3640
18 C -2.0649 4.7801 2.1521
19 O -3.0648 5.4013 2.3384
20 H 4.5262 2.7191 3.2032
21 H 4.7065 4.5348 2.9894
22 H 6.0191 3.3501 2.4359
23 H 4.3514 4.3972 0.5129
24 H 2.4906 2.9238 2.5412
25 H 2.9910 5.7472 -0.0083
26 H 1.1976 7.5691 -0.3307
27 H -1.2082 7.2774 0.5824
28 H -1.6231 1.5473 1.5431
29 H -3.1088 1.8283 2.5352
30 H -2.5404 2.5907 -0.5184
31 C 3.6034 1.3851 -2.7944
32 O 4.9438 0.9826 -3.0782
33 C 5.1947 0.7824 -4.3760
34 O 4.4076 0.9118 -5.2780
35 O 6.4761 0.4125 -4.4984
36 C 6.8868 0.1630 -5.8415
37 H 3.5174 1.5174 -1.7182
38 H 3.3758 2.3360 -3.2791
39 H 2.8958 0.6154 -3.1065
40 H 6.7903 1.0647 -6.4475
41 H 6.3103 -0.6551 -6.2750
42 H 7.9358 -0.1272 -5.8162
43 C -2.4306 -4.3650 2.1450
44 O -2.5571 -2.9469 2.0226
45 C -3.8196 -2.5081 1.9998
46 O -4.8082 -3.1901 2.0717
47 O -3.7921 -1.1732 1.8827
48 C -5.0812 -0.5611 1.8448
49 H -1.3684 -4.6030 2.1526
50 H -2.8698 -4.7109 3.0815
51 H -2.8916 -4.8683 1.2943
52 H -5.6277 -0.7540 2.7687
53 H -5.6497 -0.9102 0.9821
54 H -4.9342 0.5137 1.7491
55 C -2.9227 -9.8707 0.3172
56 O -3.2627 -9.4542 -1.0047
57 C -3.3187 -8.1273 -1.1644
58 O -3.1122 -7.3028 -0.3113
59 O -3.6444 -7.8762 -2.4369
60 C -3.7412 -6.4877 -2.7531
61 H -2.9079 -10.9592 0.3254
62 H -1.9318 -9.5077 0.5925
63 H -3.6706 -9.5281 1.0333
64 H -2.7828 -5.9902 -2.5999
65 H -4.5216 -6.0108 -2.1588
66 H -4.0089 -6.4080 -3.8053

Computed properties:
LUMO level   -0.94 eV
Molecular weight   570.4 g/mol
Orbital gap   8.8 eV
HOMO level   -9.763 eV
SMILES   C[C@@H](Cl)[C@H](Cl)c1cccc2c1C(=O)N(CC=O)C2=O.COC(=O)OC.COC(=O)OC.COC(=O)OC

=====

Entry 2:
A molecular structure, C12H23NO3P2Sr in a non-equilibrium geometry, computed with wB97M-V/def2-TZVPD.

Element x y z (Å)
1 Sr -0.3346 0.3067 -0.5850
2 O -0.9653 -0.6238 -2.7071
3 C -0.6271 -0.6197 -3.9303
4 O 1.0480 1.1095 -2.2943
5 C 1.0749 1.0899 -3.5513
6 O 1.8733 1.8643 -4.2495
7 N 0.3254 0.2832 -4.3894
8 C 1.5985 1.6877 -5.6892
9 C 0.6626 0.5199 -5.7899
10 H 2.5034 1.4933 -6.2544
11 H 1.1133 2.5984 -6.0574
12 H 1.1948 -0.3443 -6.2033
13 H -0.2328 0.7578 -6.3509
14 C -1.1765 -1.4736 -4.9114
15 C -2.3369 -2.1396 -4.7117
16 H -0.6280 -1.5913 -5.8356
17 H -2.9316 -1.9453 -3.8300
18 H -2.6362 -2.8434 -5.4647
19 C -1.9157 -2.2130 1.6600
20 P -2.5726 -0.3912 1.6613
21 C -3.3335 -0.7300 3.2876
22 C -1.8197 1.3407 2.4178
23 C -0.5976 1.4439 3.2921
24 P 0.9585 1.0807 2.3644
25 C 2.1326 1.8456 3.5273
26 C 1.1235 -0.6420 2.9800
27 H -2.8234 -2.8305 1.7197
28 H -1.3045 -2.3712 2.5512
29 H -1.3877 -2.5241 0.7484
30 H -2.5491 -1.2556 3.8530
31 H -3.6464 0.1652 3.8365
32 H -4.2250 -1.3601 3.1347
33 H -1.7089 1.9597 1.5222
34 H -2.6905 1.7123 2.9709
35 H -0.4450 2.4693 3.6544
36 H -0.6362 0.8129 4.1939
37 H 1.9251 1.5152 4.5495
38 H 3.1470 1.5554 3.2733
39 H 2.0512 2.9351 3.4912
40 H 1.1883 -0.5937 4.0801
41 H 0.2866 -1.2871 2.6780
42 H 2.0565 -1.0458 2.5677

Computed properties:
LUMO level   -6.89 eV
Molecular weight   378.9 g/mol
Orbital gap   7.6 eV
HOMO level   -14.481 eV
Total charge   +2

=====

Entry 3:
2 unconnected molecules or ions with the total composition C4H11NOP in a non-equilibrium geometry, computed with wB97M-V/def2-TZVPD.

Element x y z (Å)
1 C 1.9755 -0.8888 0.0272
2 C 1.6214 0.6050 0.2147
3 C 0.4486 -1.2251 0.1186
4 C -0.7515 1.0612 -0.1356
5 N 0.2261 0.2129 0.5182
6 O -1.1918 2.0993 0.5352
7 P -3.1643 -0.8390 -0.1580
8 H 2.4404 -1.3178 -0.8535
9 H 2.4474 -1.4110 0.9217
10 H 2.0930 1.1981 1.0451
11 H 1.7530 1.1789 -0.7865
12 H -0.1457 -1.4033 -0.7079
13 H 0.2790 -2.0390 0.8663
14 H -0.8031 1.0850 -1.1553
15 H -0.2055 0.3254 1.4193
16 H -0.6161 2.8747 0.5649
17 H -2.7341 -1.5288 -1.3653
18 H -3.6723 0.0121 -1.0690

Computed properties:
LUMO level (alpha / beta)   -4.59 / -4.33 eV
Molecular weight   120.1 g/mol
ΔE to the lowest compared entry with this formula, charge and spin   4.659 eV
Orbital gap (alpha / beta)   8.5 / 8.1 eV
HOMO level (alpha / beta)   -13.056 / -12.423 eV
Total charge   +1

=====

Entry 4:
5 unconnected molecules or ions with the total composition H10O5 in a non-equilibrium geometry, computed with wB97M-V/def2-TZVPD.

Element x y z (Å)
1 O 2.1391 0.5178 0.0795
2 H 2.9107 0.2260 -0.4059
3 H 1.9302 1.3740 -0.2940
4 O -2.5089 0.8116 0.5657
5 H -2.6401 1.7068 0.2530
6 H -3.3924 0.4501 0.6361
7 O 2.2030 -1.6406 -1.9937
8 H 2.9645 -2.1547 -2.2623
9 H 2.3841 -0.7574 -2.3153
10 O -0.7424 -0.7517 -0.7370
11 H -1.3534 -0.2242 -0.2225
12 H 0.0820 -0.2665 -0.7019
13 O -0.9441 0.1603 2.5029
14 H -1.6532 -0.1022 3.0899
15 H -1.3791 0.6507 1.8055

Computed properties:
LUMO level   0.25 eV
Molecular weight   90.1 g/mol
ΔE to the lowest compared entry with this formula, charge and spin   1.580 eV
Orbital gap   10.3 eV
HOMO level   -10.022 eV
SMILES   O.O.O.O.O